79
Properties=species:S:1:pos:R:3:forces:R:3:mulliken_charge:R:1 method="wB97M-V/def2-TZVPD" total_energy_ha=-2063.6201 orbital_gap_ev="6.2 / 6.0" s2=0.785 multiplicity=2 molar_mass_g_mol=713.95 e_homo_ev="-6.196 / -6.025"
Re -0.708321 -0.232236 0.401523 -3.0 -0.2 1.9 0.63
S -2.564884 -1.500391 2.133077 1.1 0.5 -1.3 -0.43
O 0.637564 -0.299357 2.104113 0.3 -0.2 0.1 -0.70
O 1.811524 -1.714287 3.395264 0.0 -0.1 0.0 -0.81
N 3.616481 -0.523729 -1.546795 0.0 -0.1 0.2 0.32
N -0.530304 2.044156 -0.357398 0.5 -0.3 0.1 0.25
N -2.221624 -0.761142 4.633033 0.0 -0.1 0.0 -0.14
N 1.859576 0.336663 -0.310949 -0.3 0.0 -0.2 -0.13
N -1.576505 1.321037 1.944976 0.4 -0.3 -1.2 0.77
N -1.932686 0.923835 3.164221 0.2 0.4 0.7 -1.22
N -0.029571 -2.218961 0.401297 0.3 -0.1 -0.2 0.83
C -3.606127 0.617758 -2.693228 0.0 -0.1 0.0 -1.96
C -2.276469 -0.221329 -0.769024 0.8 -0.3 0.0 -0.66
C -0.980137 3.009616 0.452268 0.0 0.2 -0.3 0.72
C 3.819364 1.754195 -0.667114 0.0 0.0 0.1 -1.86
C -2.860624 0.992995 6.270628 0.1 -0.1 0.0 -1.04
C -2.676625 -0.502438 -2.201503 0.0 0.0 -0.1 2.99
C -0.345717 -3.183876 -0.475430 -0.1 0.0 -0.1 -0.32
C 0.105595 -4.480971 -0.353827 0.1 -0.1 0.0 -0.87
C -0.016237 2.370739 -1.544380 -0.1 -0.1 -0.1 -0.46
C -1.477635 -0.617820 -3.146573 -0.1 -0.1 0.1 -0.99
C 3.029967 -1.858365 -1.530139 -0.2 0.1 -0.1 -0.17
C 4.874319 -0.342603 -2.255411 -0.1 0.1 -0.2 -0.86
C 0.058185 3.670553 -1.999985 0.0 0.1 0.0 -1.29
C -1.948587 3.615020 2.743819 0.1 -0.1 -0.1 -1.53
C -0.924799 4.353294 0.064109 -0.1 0.0 0.0 -1.06
C 3.024232 0.481266 -0.838981 0.0 0.0 0.0 0.90
C -3.482951 -1.816063 -2.188856 0.1 0.1 0.0 -1.64
C -2.179616 -0.350655 3.352696 -0.2 0.0 0.1 0.39
C -0.415403 4.683561 -1.173681 0.0 0.0 0.0 -0.60
C 1.255529 -3.826853 1.620690 0.0 -0.1 0.0 -0.72
C -1.509667 2.596868 1.734696 -0.3 -0.1 0.5 0.62
C 0.924548 -4.818976 0.714132 0.0 0.1 0.0 -0.57
C 2.205658 -2.172980 -2.772891 0.1 0.0 0.1 -0.96
C 0.767607 -2.548032 1.442716 0.0 0.2 0.1 0.66
C 1.120060 -1.437279 2.427347 0.0 0.1 -0.1 0.13
C 4.712835 0.227441 -3.665271 0.0 -0.1 0.1 -0.97
C -1.783822 0.036114 5.765749 -0.2 0.2 0.0 -0.44
H 0.346452 1.542711 -2.140108 0.0 0.0 0.0 0.63
H -0.185507 -5.215707 -1.092095 0.0 0.0 0.0 0.51
H 3.838657 -2.584268 -1.416919 0.0 0.0 0.0 0.40
H 4.133078 1.151389 -3.651550 0.0 0.0 0.0 0.22
H -2.879748 -2.648798 -1.826537 -0.1 0.0 0.0 0.24
H 1.746787 -3.157641 -2.674087 0.0 0.0 0.0 0.42
H 4.721336 1.560673 -0.084390 0.0 0.0 0.0 0.33
H -1.497881 -0.652904 6.560621 0.0 0.0 -0.1 0.47
H -0.384198 5.717122 -1.493635 0.0 0.0 0.0 0.42
H -2.534581 1.473749 7.194715 0.0 0.0 0.0 0.34
H -2.507133 -1.712700 4.780070 0.1 0.0 0.0 0.22
H 4.113424 2.180056 -1.626291 0.0 0.0 0.0 0.35
H -1.715693 -1.246795 -4.008577 0.0 0.1 0.0 0.46
H -3.833379 -2.053344 -3.196939 0.0 0.0 0.0 0.49
H -4.524141 0.645466 -2.102601 0.0 0.0 0.0 0.45
H -4.345140 -1.725052 -1.525452 0.0 0.0 0.0 0.40
H 1.635997 1.136637 0.268407 0.2 0.1 0.0 -0.09
H -1.287009 5.117525 0.736184 0.0 0.0 0.0 0.48
H -1.123838 4.278034 3.016742 0.0 0.0 0.0 0.38
H 1.415871 -1.431036 -2.884400 0.0 0.0 0.0 0.08
H -3.877921 0.454255 -3.739693 0.0 0.0 0.0 0.45
H 5.692271 0.443179 -4.096266 0.0 0.0 0.0 0.39
H -0.901796 0.599934 5.464042 0.1 -0.1 0.0 0.21
H -3.055261 1.760759 5.523444 0.0 0.0 0.0 0.22
H -0.626752 -1.049940 -2.619256 0.0 0.0 0.0 -0.34
H -2.766178 4.222200 2.347888 0.0 0.0 0.0 0.36
H 2.821771 -2.170147 -3.673257 0.0 0.0 0.0 0.39
H 2.392732 -1.911931 -0.651622 0.0 -0.1 0.1 -0.28
H -3.790412 0.455554 6.463753 0.0 0.0 0.0 0.29
H 3.219415 2.487753 -0.134384 0.0 0.0 0.0 0.41
H 5.353218 -1.320071 -2.321786 0.0 0.0 0.1 0.33
H -3.209540 0.005402 -0.224614 0.0 0.0 0.0 0.48
H -2.292454 3.099272 3.633237 0.0 0.0 0.0 -0.04
H -3.111290 1.589314 -2.612958 0.0 0.0 0.0 0.31
H 1.891184 -4.001798 2.477275 0.0 0.0 0.0 0.59
H 5.538888 0.300046 -1.678861 0.0 -0.1 0.0 0.49
H 1.297176 -5.827808 0.832149 0.0 0.0 0.0 0.44
H 0.485727 3.888202 -2.968697 0.0 0.0 0.0 0.51
H -1.186919 0.366972 -3.519166 0.1 0.0 0.0 0.32
H -0.983229 -2.891297 -1.294236 0.0 0.1 0.0 0.16
H 4.201283 -0.481736 -4.315066 0.0 0.0 0.0 0.28

---

72
Properties=species:S:1:pos:R:3:forces:R:3:mulliken_charge:R:1 method="wB97M-V/def2-TZVPD" total_energy_ha=-3298.7812 orbital_gap_ev="4.7 / 4.7" s2=2.035 multiplicity=3 molar_mass_g_mol=500.27 e_homo_ev="-4.992 / -4.984"
Ni -0.103745 -0.084561 -2.338434 0.3 1.1 9.6 -0.47
P -0.528336 2.482071 -0.863199 0.2 -0.7 2.3 0.60
P 0.795825 -3.800612 0.711898 -0.9 2.3 -2.3 1.28
N -0.516085 0.840069 1.965341 -0.5 -0.3 0.3 0.16
C -1.829500 3.751642 -0.795488 -0.2 0.0 -0.1 -1.36
C -0.172711 0.151826 4.278936 -0.5 -0.4 0.6 0.02
C -0.815492 1.499462 -3.141977 0.9 3.1 -2.7 -0.33
C -1.802411 -1.320482 5.295822 0.0 -0.4 0.4 -0.51
C 2.351898 -3.997858 -0.210491 0.3 -0.3 0.3 -1.37
C -0.239450 -2.532605 -0.175458 0.3 -0.2 -0.5 -0.30
C 1.017504 3.450088 -0.779154 0.4 -0.2 -0.1 -1.28
C -0.688253 -1.327486 -3.437597 0.8 -3.3 -2.8 0.19
C -0.854759 0.071456 3.031432 0.0 0.6 -0.8 -0.13
C -0.444843 4.432429 2.806015 -0.1 -0.1 -0.1 -0.68
C -0.928540 3.177825 2.440165 1.0 -0.1 0.2 -0.06
C 1.023313 -3.016730 2.293656 0.6 -0.7 0.7 -0.88
C 0.929064 4.639493 2.965592 0.6 0.2 0.0 -0.52
C -0.651674 -0.521903 5.402476 -0.4 0.0 -0.9 -0.72
C -1.474919 -0.585385 -4.459292 -1.1 0.3 -0.4 -1.36
C 1.784365 -0.679383 -4.127204 0.2 0.8 -0.5 -0.72
C -2.441868 -1.485564 4.052093 0.3 0.1 -0.1 -0.62
C -1.968786 -0.822267 2.921595 0.2 -0.4 0.4 -0.39
C -0.018936 2.094580 2.248989 0.0 -0.2 0.2 -0.88
C -1.882552 0.826714 -3.938937 -0.9 -1.1 -0.5 -0.69
C 0.458903 -1.246087 -0.499512 1.2 0.8 -0.6 -0.02
C 1.841595 3.584018 2.765201 -0.7 -0.1 -0.1 -0.76
C 0.598889 1.312826 -3.303969 -0.7 2.7 -2.2 0.00
C -0.125652 -5.327663 0.522714 0.1 -0.7 0.8 -1.35
C 0.726376 -1.428904 -3.392745 -0.7 -2.1 -1.9 -0.41
C 1.369410 2.323031 2.391024 -0.2 0.6 0.1 0.26
C 1.238314 0.720850 -4.513355 0.6 -0.9 -0.6 -1.26
H 2.656343 -0.541385 -3.444940 -0.5 -0.1 -0.3 0.36
H -0.140894 -0.392399 6.352599 -0.1 -0.1 0.0 0.39
H 2.156349 -4.452208 -1.203458 0.0 0.3 0.6 0.36
H 1.220128 2.051369 -2.798246 -0.1 -0.3 0.2 0.44
H 1.178453 4.065758 -1.671880 0.0 0.1 0.2 0.48
H -1.153713 5.252370 2.985048 0.4 -0.3 -0.1 0.35
H -0.538879 -2.994168 -1.131535 -0.2 -0.2 0.4 0.30
H 2.998666 -4.678298 0.373000 -0.1 0.3 -0.4 0.45
H -1.138596 2.540983 -2.865319 0.1 -1.4 -0.3 0.73
H -3.335044 -2.122726 3.971256 0.4 0.3 0.1 0.34
H 0.141054 -5.794482 -0.442445 -0.1 0.3 0.5 0.38
H 0.702255 0.788314 4.351362 -0.1 0.0 0.1 0.40
H 1.041718 4.057451 0.132021 -0.1 0.0 -0.1 0.36
H -2.769414 0.667086 -3.281013 0.5 0.3 -0.3 0.34
H -0.930589 -0.551843 -5.405184 -0.3 0.0 0.1 0.27
H 0.150734 -5.993963 1.355040 -0.4 -0.1 -0.4 0.43
H -2.462986 -0.905343 1.945906 0.1 0.1 0.4 0.42
H 1.314801 5.630882 3.244630 -0.3 -0.5 -0.1 0.32
H 0.963820 -1.292097 -1.491417 1.0 -1.0 1.2 -0.61
H 1.107189 -2.358728 -2.964608 -0.2 0.3 0.3 0.51
H -2.122757 3.836786 0.258495 0.0 0.2 -0.3 0.33
H 1.264020 -0.952367 0.231747 -1.3 0.4 -0.5 0.27
H 0.148778 -3.196201 2.922578 0.0 0.1 0.1 0.31
H -2.186811 -1.833684 6.184509 0.1 0.2 -0.4 0.34
H -1.197223 -2.167607 -2.966200 -0.1 0.1 0.0 0.43
H 2.909960 3.722137 2.925779 -0.2 0.2 -0.1 0.34
H 2.076099 1.343427 -4.846890 -0.2 0.0 -0.1 0.46
H -1.206313 -5.109492 0.536663 0.5 -0.1 0.1 0.42
H 2.867815 -3.029570 -0.348511 -0.4 -0.4 0.2 0.32
H 1.839253 2.719483 -0.701930 -0.2 0.3 0.0 0.27
H -1.141435 -2.351625 0.439059 0.3 -0.4 0.0 0.19
H 2.036612 1.467070 2.239329 -0.2 0.4 0.1 0.35
H -1.508659 4.717537 -1.196620 -0.1 0.0 0.1 0.33
H 1.927846 -3.412518 2.772161 -0.3 0.1 0.2 0.50
H -2.238332 1.444075 -4.777219 0.1 0.0 0.2 0.40
H -2.389604 -1.175058 -4.606247 0.1 0.3 -0.3 0.43
H 1.127721 -1.932686 2.163961 -0.1 -0.2 -0.2 0.06
H 0.507883 0.632861 -5.330410 0.6 0.1 0.1 0.22
H -2.685573 3.368614 -1.366198 0.0 0.2 0.1 0.44
H 2.157367 -1.226546 -5.000150 0.0 -0.1 0.0 0.44
H -1.994979 2.977916 2.339120 0.2 0.0 0.1 0.67

---

So what do the calculations give for relative energy (zero: lowest compared OMol25 entry of this formula, charge and spin)? Going down the list: 4.0675 6.2254 eV.